# 1
Below is one molecule with the formula C8H17ISi at a distorted geometry, with properties calculated with the ωB97M-V functional and the def2-TZVPD basis.

Values from the calculation:
* SMILES: CCCC/C=C/[Si](C)(C)I
* energy above the lowest of the compared OMol25 structures with the same formula, charge and spin: 12.9 kcal/mol
* lowest unoccupied orbital energy: 0.02767 Ha
* orbital gap: 10.029 eV

```
! wB97M-V def2-TZVPD RIJCOSX def2/J DEFGRID3
* xyz 0 1
C -0.30 -0.62 -4.40
C -1.19 -0.98 -3.23
C -0.32 -0.72 -2.02
C -1.33 -0.88 -0.79
C -0.50 -0.70 0.44
C -0.51 0.32 1.30
Si 0.70 0.55 2.85
C -0.14 1.57 4.26
C 2.39 1.26 2.39
I 1.20 -1.70 3.82
H 0.13 0.32 -4.27
H -0.72 -0.50 -5.44
H 0.50 -1.38 -4.69
H -1.32 -2.09 -3.24
H -2.03 -0.30 -3.33
H 0.53 -1.39 -2.00
H 0.17 0.17 -2.23
H -1.83 -1.95 -0.68
H -2.01 -0.07 -0.78
H 0.25 -1.45 0.49
H -1.12 1.05 0.93
H 0.41 1.52 5.17
H -0.12 2.63 3.97
H -1.14 1.03 4.43
H 2.97 1.54 3.41
H 2.98 0.63 1.69
H 2.36 2.15 1.94
*
```


# 2
Below is C8H17N2O as an isolated structure at a distorted geometry, with properties calculated with the ωB97M-V functional and the def2-TZVPD basis.

Values from the calculation:
* energy above the lowest of the compared OMol25 structures with the same formula, charge and spin: 70.9 kcal/mol
* lowest unoccupied orbital energy: -0.10806 Ha
* orbital gap: 10.532 eV

```
! wB97M-V def2-TZVPD RIJCOSX def2/J DEFGRID3
* xyz 1 1
C -1.34 2.37 -0.22
C -1.48 1.35 -1.09
C 0.07 -0.61 -0.24
C 2.65 1.49 1.00
C -2.73 -0.08 0.63
C 1.24 -2.74 -0.50
C 2.14 0.04 1.11
C -1.83 0.03 -0.58
N 0.77 0.14 0.57
N 0.21 -1.79 -0.79
O -2.13 -0.83 -1.60
H -0.90 3.34 -0.33
H -1.74 2.46 0.73
H -1.07 1.22 -2.17
H 2.50 1.88 0.07
H 2.03 2.23 1.74
H 3.76 1.48 1.19
H -3.71 -0.06 0.31
H -2.72 -1.13 0.98
H -2.49 0.66 1.35
H 2.24 -2.24 -0.61
H 1.41 -3.60 -1.22
H 1.22 -3.30 0.39
H 2.59 -0.70 0.49
H 2.06 -0.31 2.08
H 0.31 1.03 0.49
H -0.53 -1.99 -1.39
H -2.53 -0.36 -2.38
*
```


# 3
Below is an isolated ion of composition C8H17N2O and charge +1 at a distorted geometry, with properties calculated with the ωB97M-V functional and the def2-TZVPD basis.

Values from the calculation:
* SMILES: C=CN1CC(C)(C)[N@H+](C)[C@H]1O
* energy above the lowest of the compared OMol25 structures with the same formula, charge and spin: 32.7 kcal/mol
* lowest unoccupied orbital energy: -0.10503 Ha
* orbital gap: 9.143 eV

```
! wB97M-V def2-TZVPD RIJCOSX def2/J DEFGRID3
* xyz 1 1
C 3.50 -0.45 -0.64
C 2.54 -1.00 0.10
N 1.59 -0.31 0.84
C 0.36 -0.95 1.21
C -0.79 -0.43 0.32
C -0.74 -1.05 -1.07
C -2.15 -0.62 0.97
N -0.46 1.06 0.26
C -1.23 1.89 -0.68
C 1.01 1.22 0.04
O 1.51 2.30 0.66
H 4.25 -1.07 -1.09
H 3.58 0.61 -0.80
H 2.50 -2.07 0.25
H 0.14 -0.72 2.26
H 0.44 -2.04 1.12
H -1.50 -0.64 -1.73
H -0.93 -2.12 -0.98
H 0.24 -0.93 -1.54
H -2.95 -0.28 0.33
H -2.21 -0.11 1.93
H -2.30 -1.68 1.15
H -0.63 1.42 1.21
H -1.07 1.55 -1.70
H -2.29 1.84 -0.43
H -0.89 2.92 -0.59
H 1.26 1.16 -1.01
H 1.97 2.09 1.49
*
```


# 4
Below is an isolated ion of composition C8H17N4 and charge +1 at a distorted geometry, with properties calculated with the ωB97M-V functional and the def2-TZVPD basis.

Values from the calculation:
* energy above the lowest of the compared OMol25 structures with the same formula, charge and spin: 105.9 kcal/mol
* lowest unoccupied orbital energy (spin up / spin down): -0.10108 / -0.27854 Ha
* orbital gap (spin up / spin down): 9.327 / 6.390 eV

```
! wB97M-V def2-TZVPD RIJCOSX def2/J DEFGRID3
* xyz 1 3
C -0.32 -2.48 0.63
C 1.36 -2.08 -1.42
C 0.36 -3.34 -1.29
C -2.55 1.60 2.06
C 1.36 1.95 -1.23
C -1.06 1.41 1.76
C -0.64 1.87 0.35
C 0.73 1.29 -0.03
N 0.16 -1.00 0.52
N 0.87 -0.69 -1.49
N -0.20 -3.59 -0.05
N 0.62 -0.12 -0.30
H -0.79 -2.53 1.55
H 1.90 -1.89 -0.47
H 2.12 -2.15 -2.22
H -0.31 -3.30 -2.06
H 1.08 -4.14 -1.52
H -3.27 1.19 1.35
H -2.77 2.72 2.20
H -2.79 0.96 2.96
H 2.37 1.63 -1.31
H 0.86 1.85 -2.21
H 1.30 3.00 -1.00
H -0.80 0.43 1.99
H -0.36 1.96 2.50
H -0.54 2.95 0.36
H -1.29 1.28 -0.34
H 1.44 1.28 0.89
H 1.16 -0.08 -2.16
*
```


# 5
Below is one molecule with the formula C8H17N5O3 at a distorted geometry, with properties calculated with the ωB97M-V functional and the def2-TZVPD basis.

Values from the calculation:
* SMILES: [H]/N=C(\N)NCCC[C@H](NC(=O)CN)C(=O)O
* energy above the lowest of the compared OMol25 structures with the same formula, charge and spin: 107.7 kcal/mol
* lowest unoccupied orbital energy: 0.01978 Ha
* orbital gap: 9.155 eV

```
! wB97M-V def2-TZVPD RIJCOSX def2/J DEFGRID3
* xyz 0 1
H 4.34 -1.53 -0.84
N 3.69 -1.26 -0.14
C 3.45 0.06 0.06
N 4.18 1.19 -0.39
N 2.28 0.33 0.90
C 1.17 -0.61 1.24
C 0.72 -1.34 -0.22
C -0.66 -1.84 -0.35
C -1.73 -0.90 -0.95
N -1.43 0.44 -1.46
C -0.93 1.50 -0.70
O 0.11 2.04 -1.06
C -1.63 1.67 0.72
N -2.57 2.74 0.92
C -3.04 -0.88 -0.18
O -3.88 -0.04 -0.45
O -3.10 -1.83 0.85
H 4.49 0.99 -1.38
H 4.98 1.41 0.11
H 2.49 1.10 1.36
H 1.36 -1.42 1.95
H 0.41 0.09 1.41
H 0.91 -0.78 -1.18
H 1.18 -2.29 -0.19
H -1.08 -2.44 0.50
H -0.50 -2.81 -0.96
H -2.14 -1.35 -1.86
H -0.94 0.43 -2.33
H -1.92 0.77 1.17
H -0.81 2.07 1.30
H -2.08 3.58 0.73
H -3.27 2.65 0.15
H -4.04 -1.74 1.26
*
```


# 6
Below is one molecule with the formula C8H17N5O3 at a distorted geometry, with properties calculated with the ωB97M-V functional and the def2-TZVPD basis.

Values from the calculation:
* SMILES: [H]/N=C(/N)NCCC[C@H](N)C(=O)NCC(=O)O
* energy above the lowest of the compared OMol25 structures with the same formula, charge and spin: 46.6 kcal/mol
* lowest unoccupied orbital energy: 0.01634 Ha
* orbital gap: 10.177 eV

```
! wB97M-V def2-TZVPD RIJCOSX def2/J DEFGRID3
* xyz 0 1
H -2.46 2.21 0.34
N -2.58 1.82 -0.57
C -1.43 1.72 -1.07
N -1.25 1.64 -2.45
N -0.23 1.96 -0.52
C -0.02 2.31 0.90
C 0.16 1.09 1.75
C -0.91 0.02 1.73
C -0.57 -1.43 1.41
N -0.34 -2.11 2.73
C 0.63 -1.59 0.49
O 1.44 -2.45 0.59
N 0.70 -0.65 -0.51
C 1.82 -0.80 -1.49
C 1.52 -1.71 -2.67
O 1.74 -1.39 -3.84
O 1.10 -2.93 -2.30
H -0.55 0.90 -2.75
H -2.19 1.38 -2.80
H 0.32 2.57 -1.15
H 0.90 2.92 0.99
H -0.82 2.93 1.25
H 1.15 0.76 1.48
H 0.27 1.32 2.82
H -1.46 -0.02 2.64
H -1.80 0.24 1.11
H -1.48 -1.81 0.98
H 0.52 -1.76 3.26
H -0.08 -3.05 2.45
H -0.01 0.04 -0.65
H 2.48 -1.24 -0.83
H 2.15 0.12 -1.97
H 1.28 -3.00 -1.35
*
```